C25H48P4PdS | wB97M-V/def2-TZVPD

Calculated values
Multiplicity ... 5
LUMO level (alpha / beta) ... -10.790 / -15.153 eV
Highest occupied orbital energy (alpha / beta) ... -17.6 / -18.5 eV
E_tot ... -2871.27908 a.u.
Net charge ... +4
Molar mass ... 611.0 g/mol

Element x y z (Å)
Pd  0.1451  0.2387  0.2633
P  2.1139  1.3105  1.0217
P  -1.4891  0.3631  1.9172
P  -1.1402  1.7093  -1.3275
H  0.7037  -5.4982  -7.9958
C  0.9008  -4.4936  -8.3597
C  2.1461  -4.0042  -8.4242
H  3.0042  -4.5918  -8.1081
C  3.4265  0.1908  1.5951
C  1.7501  2.4899  2.3592
C  2.9327  2.2649  -0.2974
C  -3.0423  -0.5611  1.6397
C  -1.0014  -0.2554  3.5647
C  -2.0364  2.0677  2.3126
C  -0.6169  1.8937  -3.0716
C  -0.9532  3.4751  -0.7744
C  -2.9458  1.4970  -1.4920
H  0.0469  -3.9315  -8.7277
H  2.3545  -3.0297  -8.8582
H  3.5460  -0.6287  0.8836
H  3.1762  -0.2382  2.5676
H  4.3940  0.6973  1.6834
H  1.2228  1.9770  3.1649
H  1.1038  3.2891  1.9898
H  2.6515  2.9492  2.7786
H  3.3483  1.5717  -1.0314
H  3.7397  2.9084  0.0803
H  2.1977  2.8890  -0.8075
H  -3.7322  -0.4135  2.4821
H  -2.8041  -1.6273  1.5684
H  -3.5318  -0.2384  0.7167
H  -1.7073  0.1333  4.3110
H  0.0056  0.0909  3.8131
H  -1.0088  -1.3498  3.5930
H  -2.6196  2.0805  3.2418
H  -2.6573  2.4754  1.5103
H  -1.1631  2.7100  2.4582
H  -1.1806  2.6994  -3.5696
H  -0.7998  0.9525  -3.5966
H  0.4548  2.1122  -3.1242
H  -1.6859  4.1498  -1.2491
H  0.0457  3.8519  -1.0249
H  -1.0806  3.5552  0.3075
H  -3.3693  2.1253  -2.2870
H  -3.4366  1.7290  -0.5430
H  -3.1348  0.4517  -1.7523
C  0.7687  -1.6509  -3.1749
C  -0.6313  -1.8350  -3.2790
C  -1.1539  -2.7095  -4.2203
C  -0.2989  -3.3592  -5.1231
C  1.0782  -3.0810  -5.1150
C  1.6056  -2.2029  -4.1813
S  1.4615  -0.8024  -1.8842
H  -1.0399  -0.1085  -0.9239
H  -1.2875  -1.2874  -2.6023
H  -2.2337  -2.8889  -4.2532
H  -0.6981  -4.0747  -5.8427
H  1.7300  -3.5420  -5.8651
H  2.6597  -1.9274  -4.1832
C  2.5306  -3.1337  0.3573
P  0.9667  -2.4378  1.0262
C  -0.2946  -3.4210  0.1602
C  0.9485  -3.2327  2.7015
C  1.5311  -2.4864  3.7584
C  1.6012  -3.0424  5.0475
C  1.0986  -4.3281  5.2885
C  0.4654  -5.0374  4.2620
C  0.3355  -4.4662  2.9870
H  2.6696  -2.7692  -0.6765
H  2.5502  -4.2516  0.3762
H  3.3641  -2.7690  0.9739
H  -0.1293  -4.4880  0.3720
H  -1.2703  -3.1019  0.5571
H  -0.3016  -3.2417  -0.9297
H  1.8904  -1.4626  3.5908
H  2.0415  -2.4347  5.8423
H  1.1554  -4.7386  6.3050
H  0.0461  -6.0268  4.4576
H  -0.2647  -5.0034  2.2463

Force components x, y, z for each atom (eV/Å):
-0.9 -0.5 -2.4
0.1 0.6 0.3
-0.8 0.3 1.2
-0.4 1.5 -0.8
0.0 0.0 0.0
-3.6 -1.5 -0.1
3.7 1.3 -0.5
0.0 0.0 0.1
0.2 0.0 0.1
0.3 0.0 0.1
-0.1 0.1 0.0
0.1 0.0 -0.1
0.2 0.1 0.0
0.1 -0.1 0.0
0.4 -0.7 0.1
0.2 -0.2 0.6
0.1 -0.3 0.2
0.0 0.1 0.0
0.0 0.0 0.0
0.0 0.2 0.0
0.0 0.1 -0.1
-0.2 0.1 0.0
0.0 0.0 0.0
0.1 -0.1 -0.1
-0.1 -0.1 -0.1
0.0 0.0 0.0
-0.2 -0.2 0.0
0.1 0.0 0.0
0.2 0.0 -0.2
-0.1 0.1 0.0
0.0 -0.1 0.1
0.2 -0.2 -0.1
-0.2 0.0 0.1
-0.1 0.2 0.0
0.0 -0.1 -0.2
0.1 0.0 0.1
-0.1 -0.1 0.0
0.1 -0.2 0.4
0.0 0.1 -0.1
-0.2 0.0 0.0
0.1 -0.6 -0.1
-0.1 -0.2 0.0
0.0 0.0 -0.2
0.3 0.0 0.3
-0.1 -0.1 -0.2
-0.2 0.1 0.1
-0.5 0.1 -0.4
-0.2 -0.5 -0.3
-0.3 0.2 0.1
0.3 0.1 0.1
-0.3 0.3 0.0
0.3 -0.2 0.0
0.6 0.4 -0.1
0.4 0.4 1.0
0.1 -0.3 -0.1
0.5 0.1 -0.1
-0.1 0.2 0.3
-0.1 0.1 0.4
-0.2 -0.2 0.0
0.7 -0.3 0.0
-0.2 -1.1 0.2
-0.4 0.0 0.0
-0.3 0.6 -0.8
0.5 -0.4 2.1
0.4 1.4 -1.2
0.4 0.5 1.0
-0.7 -0.2 -1.9
-0.5 -1.0 1.0
0.0 -0.2 0.5
-0.2 0.9 0.0
-0.1 -0.2 -0.3
-0.2 0.3 -0.4
0.2 -0.3 -0.2
0.2 -0.1 0.5
-0.1 -0.6 0.0
-0.2 -0.4 -0.1
0.0 0.1 -0.5
0.2 0.3 -0.1
0.5 0.2 0.3



C25H49B2BrFN5O5P | wB97M-V/def2-TZVPD

Calculated values
LUMO level ... -3.477 eV
Highest occupied orbital energy ... -11.1 eV
E_tot ... -4696.14607 a.u.
Net charge ... +1
Molar mass ... 651.2 g/mol

Element x y z (Å)
C  0.6572  4.0037  0.9516
C  -0.2001  2.9301  0.8885
C  -1.0086  1.5796  0.4204
F  -2.3276  2.1683  0.6747
C  -1.1024  1.1073  -1.1786
C  -0.1422  2.2363  -1.8093
N  -0.0501  2.3080  -3.3397
C  -2.4736  1.3910  -1.9984
C  -2.9887  0.4337  -3.1776
C  -4.4706  1.0952  -3.5825
Br  -2.0547  0.2722  -4.8842
C  -0.6100  -0.4722  -0.9032
C  0.8445  -0.6353  -1.5821
C  0.9871  -0.5717  -3.1958
N  2.0202  0.1048  -3.7960
N  -1.4050  -1.5796  -1.4229
C  -1.0165  -2.6112  -2.0589
O  -0.3252  -3.5083  -2.7359
N  -0.7723  -0.7865  0.6256
B  -2.2313  -1.0753  1.0996
O  -2.4448  -1.6677  2.4616
C  -3.6729  -0.8508  0.4211
C  -4.6963  0.2108  1.1107
P  -0.1336  -2.3270  1.2528
C  1.6223  -2.8316  1.0346
C  -1.0915  -3.9080  0.9383
C  -0.3109  0.4810  1.4072
C  -0.6340  0.7232  2.9658
C  -2.0288  1.3288  3.4969
N  -2.1933  2.6802  3.6680
B  1.3558  0.5844  1.6559
O  2.3347  1.3082  0.8699
C  2.1349  -0.1987  2.9164
C  2.7460  0.8231  4.0250
H  1.3652  4.9350  0.9485
H  -0.6556  3.2935  -1.6522
H  0.9711  2.2265  -1.4726
H  0.8824  2.6632  -3.6327
H  -0.7971  2.9066  -3.7338
H  -2.4940  2.4868  -2.4436
H  -3.4503  1.3979  -1.3244
H  -3.3248  -0.6489  -2.8460
H  -4.9211  0.4825  -4.4618
H  -4.4016  2.2359  -3.7707
H  -5.1445  0.8487  -2.6449
H  1.4163  -1.6379  -1.3322
H  1.6307  0.1847  -1.2549
H  0.3068  -1.1456  -3.9661
H  1.9469  -0.0115  -4.8265
H  -3.2191  -1.2390  2.9023
H  -3.7167  -0.6547  -0.7187
H  -4.2361  -1.8901  0.5276
H  -5.1779  0.8628  0.2529
H  -4.2251  0.9597  1.8521
H  -5.6137  -0.3438  1.6037
H  1.7073  -3.7609  0.3151
H  2.3788  -2.0438  0.6019
H  2.0885  -3.1801  2.0530
H  -1.9724  -3.8907  0.1955
H  -0.3939  -4.7991  0.5997
H  -1.5399  -4.2669  1.9695
H  0.1157  1.5344  3.3959
H  -0.5281  -0.3028  3.5425
H  -2.9713  0.6997  3.8233
H  -1.3245  3.1857  3.4013
H  2.8430  1.9365  1.4636
H  1.4963  -1.0715  3.3542
H  3.0675  -0.7276  2.4203
H  3.6875  1.3467  3.5789
H  1.9828  1.5437  4.5137
H  3.1546  0.1475  4.9027
C  1.4175  -7.4720  -2.4915
C  0.5837  -6.6654  -1.5173
O  1.4013  -6.1851  -0.4574
H  1.8915  -8.3173  -1.9835
H  0.8015  -7.8524  -3.3103
H  2.2225  -6.8603  -2.9109
H  -0.2054  -7.2858  -1.0842
H  0.1165  -5.8107  -2.0155
H  2.0928  -5.6295  -0.8505
C  5.8275  5.9731  1.1142
C  4.3342  5.8058  0.9220
O  3.7295  5.3881  2.1393
H  6.2804  5.0329  1.4435
H  6.3075  6.2896  0.1845
H  6.0372  6.7164  1.8896
H  4.1290  5.0467  0.1622
H  3.8723  6.7457  0.6046
H  3.9093  6.0710  2.8046

Force components x, y, z for each atom (eV/Å):
-5.4 -6.7 -0.8
6.3 6.5 -1.1
0.4 4.2 1.0
1.1 -2.2 0.4
0.6 0.9 1.2
1.2 1.8 -2.4
0.0 -0.2 0.7
-2.0 0.2 0.3
-3.2 0.1 0.6
0.2 -1.3 1.0
0.1 -0.1 0.5
0.9 0.5 -2.6
3.1 0.3 0.0
2.3 1.5 -3.2
-4.0 -2.5 2.9
0.3 -4.4 -3.3
5.0 -0.7 -2.1
-5.9 5.9 4.9
0.3 -0.2 -0.5
-3.6 -0.8 2.9
0.9 2.4 -2.4
-1.5 -0.4 -1.5
-1.2 0.5 -0.3
1.6 -2.3 3.5
2.8 -0.8 -1.8
-1.1 -2.0 -0.2
-0.7 1.4 -0.5
-1.3 -0.6 2.0
-0.8 4.6 0.1
0.9 -5.5 -0.5
3.1 0.2 -0.1
-2.1 0.2 1.7
0.0 -0.8 -0.4
0.7 -1.3 0.7
-1.8 -2.2 0.4
1.1 -2.5 1.1
-2.3 0.0 0.0
-1.1 -0.4 0.4
0.9 -0.5 0.4
0.4 -2.3 1.0
2.3 -0.1 -1.0
1.3 2.2 -0.5
0.9 1.4 1.4
-0.2 -2.1 0.2
1.1 0.8 -1.8
-1.7 1.7 -0.2
-1.8 -1.5 -0.4
0.9 1.0 2.3
-0.1 -0.2 0.9
0.5 -0.7 -0.9
0.4 -0.3 2.0
1.5 1.9 -0.2
1.0 -1.2 1.8
-0.7 -1.4 -1.2
2.0 1.1 -0.8
-0.3 1.8 1.3
-1.6 -1.3 0.9
-1.3 0.8 -1.7
1.3 0.2 1.1
-1.0 2.1 0.4
0.9 1.1 -2.0
-1.2 -1.9 -1.2
0.2 2.1 -1.3
2.2 1.1 -0.8
-0.5 -0.5 0.0
-0.5 -1.3 -1.0
1.2 1.7 -0.4
-1.8 1.1 0.9
-1.9 -0.6 0.9
1.3 -1.0 -1.1
-0.8 1.4 -1.7
0.0 -0.2 -0.1
0.1 0.0 -0.4
0.1 0.5 0.4
-0.1 0.1 0.0
0.1 0.0 0.0
-0.1 0.0 -0.1
0.2 0.1 0.1
-0.1 -0.2 -0.1
-0.2 -0.4 0.1
0.2 -0.1 -0.1
0.3 0.3 0.1
-0.4 -0.1 0.3
-0.1 0.1 -0.1
0.0 0.0 0.1
0.0 0.0 -0.1
-0.1 0.0 0.2
0.1 0.0 -0.2
-0.1 -0.3 -0.2



C25H49Cl3N5O3SiW | wB97M-V/def2-TZVPD

Calculated values
LUMO level (alpha / beta) ... -12.225 / -12.224 eV
Highest occupied orbital energy (alpha / beta) ... -16.3 / -16.3 eV
E_tot ... -3217.80844 a.u.
Net charge ... +3
Molar mass ... 786.0 g/mol

Element x y z (Å)
C  -1.5339  -1.7636  -3.4630
C  -1.0607  -2.6865  -2.3796
H  -1.2793  -2.1408  -4.4593
H  -1.0838  -0.7653  -3.3252
H  -2.6319  -1.6321  -3.4419
C  -0.5077  -3.8961  -2.5580
C  -0.1470  -4.4987  -3.8716
H  -0.3679  -4.5547  -1.6945
H  -0.1989  -3.7824  -4.6981
H  -0.8046  -5.3393  -4.1187
H  0.8698  -4.9075  -3.8384
W  -0.0959  0.5919  0.2105
Cl  -2.4227  0.5545  0.6278
Cl  0.3588  1.8904  -1.6863
H  0.6864  4.9354  3.4513
H  -1.4389  6.1212  2.2421
C  0.9851  4.7003  2.4179
C  -1.0113  5.7301  1.3161
N  -0.2025  4.5487  1.5828
H  1.5750  3.7785  2.4058
C  -0.5571  3.3587  1.1129
O  0.2056  2.3463  1.2708
H  -1.8157  5.4703  0.6282
H  -1.5226  3.2804  0.5981
H  1.5855  5.5346  2.0324
H  -0.3917  6.5096  0.8663
H  1.2186  -1.1474  -2.9435
H  2.3713  -3.6259  -1.8082
C  2.2673  -0.8858  -2.7230
C  3.1916  -2.9198  -1.6101
N  2.6993  -1.5562  -1.4974
H  2.3420  0.2028  -2.6303
C  2.6434  -0.9663  -0.2918
O  2.2643  0.2138  -0.0873
H  3.6734  -3.1898  -0.6645
H  2.9639  -1.6189  0.5378
H  2.9105  -1.2400  -3.5424
H  3.9249  -2.9834  -2.4239
O  -0.2767  -1.0609  -0.8929
C  -1.2346  -2.0754  -0.9856
C  0.1381  -3.5672  0.5019
C  -1.0962  -3.0193  0.1976
H  1.0073  -3.2852  -0.1034
C  0.2379  -4.5338  1.5080
H  -2.2496  -1.6470  -0.9847
C  -2.2181  -3.3352  0.9728
H  1.2053  -4.9948  1.7029
C  -0.8918  -4.9227  2.2300
C  -2.1176  -4.3096  1.9660
H  -3.1653  -2.8517  0.7154
H  -0.8076  -5.7230  2.9766
H  -3.0166  -4.6125  2.5134
Si  -0.4050  4.1747  -4.0933
Cl  -0.6812  2.1328  -4.5483
C  1.4233  4.5618  -3.8831
C  -1.4752  4.6666  -2.6255
C  -0.9739  5.0443  -5.6697
H  1.9687  3.7712  -3.3517
H  1.5791  5.5129  -3.3499
H  1.8609  4.6867  -4.8845
H  -0.2314  4.8218  -6.4596
H  -1.0596  6.1251  -5.5537
H  -1.9430  4.6236  -5.9781
H  -1.3332  4.0138  -1.7535
H  -2.5281  4.6145  -2.9061
H  -1.2778  5.7054  -2.3187
C  2.0089  -2.2234  3.2831
N  0.8726  -1.5755  3.9259
C  0.8315  -1.6622  5.3773
C  0.1397  -0.6714  3.2138
N  0.6194  -0.2969  2.0356
N  -1.0170  -0.1799  3.7608
C  -1.9654  -1.0297  4.4693
C  -1.3963  1.2161  3.7066
H  2.3540  -3.0155  3.9547
H  2.8358  -1.5138  3.1111
H  1.6938  -2.6674  2.3301
H  0.5824  -0.6960  5.8333
H  0.1173  -2.4243  5.7187
H  1.8274  -1.9602  5.7273
H  1.6289  -0.4589  1.9778
H  -1.9219  -0.8699  5.5616
H  -2.9869  -0.7709  4.1500
H  -1.8135  -2.0962  4.2539
H  -0.5190  1.8648  3.6733
H  -2.0312  1.4000  2.8351
H  -1.9612  1.4473  4.6145

Force components x, y, z for each atom (eV/Å):
0.1 0.2 -0.2
0.2 -0.4 0.4
-0.1 0.3 0.3
-0.2 -0.2 -0.3
0.4 -0.1 0.1
-0.4 0.1 0.1
0.0 0.0 -0.4
0.1 0.4 -0.2
0.0 -0.2 0.2
0.1 0.1 0.1
-0.1 0.0 0.0
1.5 -3.2 -1.9
2.9 0.0 -0.9
-0.6 -1.5 2.3
0.0 0.0 -0.4
0.1 -0.1 0.0
0.6 0.2 0.2
-0.5 0.4 0.0
-0.6 -2.2 -0.6
-0.1 0.3 0.0
0.2 3.3 0.6
-0.7 -2.2 -0.8
0.0 0.1 0.0
0.3 0.1 0.0
-0.1 -0.3 0.1
0.0 -0.2 0.0
0.4 0.0 0.1
0.2 0.3 -0.1
-0.1 0.1 -0.5
0.2 -0.5 0.1
-0.2 1.2 1.9
0.2 -0.3 0.1
0.5 -2.2 -2.1
-2.5 1.1 0.5
0.0 -0.1 -0.3
0.1 0.3 -0.2
-0.3 0.2 0.3
-0.2 0.0 0.3
0.6 5.7 3.6
-1.0 -2.5 -0.7
0.3 -0.4 0.2
-0.4 0.6 0.0
-0.3 -0.2 0.3
0.1 0.1 -0.1
0.2 0.4 0.3
0.2 -0.1 -0.4
-0.2 0.0 0.0
0.2 -0.1 0.0
-0.4 0.0 0.1
0.2 -0.3 0.3
-0.1 0.4 -0.3
0.4 0.1 -0.2
0.0 1.4 -1.3
0.1 0.1 0.3
-0.1 -0.2 0.2
0.0 -0.2 0.2
0.1 -0.8 0.3
0.1 0.2 -0.1
-0.1 -0.3 -0.1
-0.1 -0.2 0.3
-0.4 0.2 0.3
0.0 0.0 0.0
0.2 0.3 0.0
0.0 0.1 -0.1
0.0 -0.1 0.0
0.1 -0.3 -0.2
0.1 -0.4 -0.2
-0.6 1.2 -1.3
-0.2 -0.1 0.8
-1.0 -1.2 3.1
0.3 1.6 -3.3
1.1 -0.8 -0.7
-0.4 -0.5 0.7
0.0 0.4 -0.2
0.0 0.2 -0.3
-0.1 -0.2 0.2
0.1 0.1 0.3
0.0 -0.2 -0.2
0.2 0.2 -0.1
-0.3 0.2 -0.1
-0.5 0.3 -0.1
0.0 -0.1 -0.4
0.4 0.0 0.0
0.1 0.4 0.0
-0.1 -0.1 0.0
0.0 0.3 0.4
0.1 0.0 -0.2